{"formula": "C2H2I2S", "method": "ωB97M-V with the def2-TZVPD basis set", "charge": 0, "homo_lumo_gap_ev": [6.21, 6.29], "e_above_lowest_kj_mol": 372.04, "smiles": "IC1=CS1.I", "symbols": ["C", "C", "H", "I", "I", "S", "H"], "xyz": [[-0.0165, 0.3580, 0.6503], [-1.2699, 0.0797, 0.2015], [1.1259, -0.4703, -0.4451], [-2.7760, -0.8633, -1.0281], [3.0036, -1.0827, -1.0227], [-0.5513, 1.8650, 0.0543], [0.4842, 0.1136, 1.5898]]}